w.
The following is a DFT calculation (the ωB97M-V functional and the def2-TZVPD basis) of a cluster of 2 separate species, C3H6O2 in total.

SMILES: O=C[C@@H]1CO1.[H][H]
LUMO, eV: 0.76
Gap between HOMO and LUMO, hartree: 0.4044
M, g mol⁻¹: 74.08
HOMO, eV: -10.24

Structure (ORCA input):
```
! RIJCOSX wB97M-V def2-TZVPD def2/J DEFGRID3
* xyz 0 1
O 1.40 -1.03 0.97
C 0.38 -0.39 0.93
C -0.12 0.21 -0.33
C -0.26 1.67 -0.26
O -1.39 0.84 -0.29
H -0.20 -0.14 1.84
H 0.15 -0.27 -1.27
H -0.09 2.17 0.70
H -0.02 2.25 -1.14
H 0.41 -2.60 -0.43
H -0.26 -2.72 -0.73
*
```

x.
The following is a DFT calculation (the ωB97M-V functional and the def2-TZVPD basis) of an isolated molecule of C3H6O2.

SMILES: C=COOC
LUMO, eV: 1.11
Gap between HOMO and LUMO, hartree: 0.3716
M, g mol⁻¹: 74.08
HOMO, eV: -9.00

Structure (ORCA input):
```
! RIJCOSX wB97M-V def2-TZVPD def2/J DEFGRID3
* xyz 0 1
C -1.31 0.22 1.55
C -1.08 0.97 0.48
O -0.40 0.56 -0.64
O 0.48 -0.49 -0.19
C 1.42 -0.72 -1.22
H -1.76 0.65 2.43
H -1.00 -0.81 1.57
H -1.38 2.01 0.36
H 2.26 -1.18 -0.69
H 1.03 -1.41 -1.97
H 1.75 0.21 -1.68
*
```

Least stable of them? x.

w.
The following is a DFT calculation (the ωB97M-V functional and the def2-TZVPD basis) of an isolated molecule of C3H6O2.

LUMO, eV: 0.98
Gap between HOMO and LUMO, hartree: 0.3467
M, g mol⁻¹: 74.08
HOMO, eV: -8.45

Structure (ORCA input):
```
! RIJCOSX wB97M-V def2-TZVPD def2/J DEFGRID3
* xyz 0 1
O -1.41 0.47 -0.92
C -1.07 -0.26 0.24
C 0.40 -0.63 0.10
C 1.16 0.62 0.27
O 2.28 0.66 -0.43
H -2.30 0.83 -0.80
H -1.68 -1.16 0.34
H -1.19 0.35 1.14
H 0.61 -1.19 -0.83
H 0.71 -1.24 0.96
H 2.49 1.54 -0.08
*
```

x.
The following is a DFT calculation (the ωB97M-V functional and the def2-TZVPD basis) of an isolated molecule of C3H6O2.

SMILES: O=CCCO
LUMO, eV: 0.89
Gap between HOMO and LUMO, hartree: 0.4000
M, g mol⁻¹: 74.08
HOMO, eV: -9.99

Structure (ORCA input):
```
! RIJCOSX wB97M-V def2-TZVPD def2/J DEFGRID3
* xyz 0 1
O 1.59 1.33 0.56
C 1.25 0.56 -0.31
C 0.48 -0.72 -0.03
C -0.98 -0.35 0.27
O -1.41 0.80 -0.44
H 1.46 0.78 -1.38
H 0.55 -1.39 -0.89
H 0.93 -1.22 0.84
H -1.64 -1.17 -0.03
H -1.10 -0.20 1.35
H -1.12 1.58 0.05
*
```

Least stable of them? w.

w.
The following is a DFT calculation (the ωB97M-V functional and the def2-TZVPD basis) of an isolated molecule of C3H6O2.

SMILES: C1COCO1
LUMO, eV: 1.05
Gap between HOMO and LUMO, hartree: 0.4163
M, g mol⁻¹: 74.08
HOMO, eV: -10.28

Structure (ORCA input):
```
! RIJCOSX wB97M-V def2-TZVPD def2/J DEFGRID3
* xyz 0 1
C 0.51 -0.27 0.89
C -0.59 -0.87 -0.04
O -0.37 -0.28 -1.30
C 0.09 0.98 -0.88
O 1.09 0.73 0.07
H 1.33 -0.95 1.20
H 0.04 0.10 1.81
H -0.26 -1.89 0.06
H -1.61 -0.61 0.28
H 0.52 1.55 -1.70
H -0.75 1.52 -0.40
*
```

x.
The following is a DFT calculation (the ωB97M-V functional and the def2-TZVPD basis) of an isolated molecule of C3H6O2.

SMILES: CCC(=O)O
LUMO, eV: 0.78
Gap between HOMO and LUMO, hartree: 0.4138
M, g mol⁻¹: 74.08
HOMO, eV: -10.48

Structure (ORCA input):
```
! RIJCOSX wB97M-V def2-TZVPD def2/J DEFGRID3
* xyz 0 1
C 1.84 0.06 -0.14
C 0.69 -0.77 0.17
C -0.53 0.09 0.08
O -0.54 1.32 0.08
O -1.65 -0.64 -0.12
H 2.71 -0.48 -0.28
H 1.98 0.81 0.58
H 1.94 0.69 -1.05
H 0.42 -1.57 -0.58
H 0.74 -1.20 1.26
H -2.39 0.03 -0.31
*
```

Least stable of them? w.